Entry 1:
Computed, not measured: a cluster of 3 separate species, C23H45N4O10 in total at a distorted geometry, with ωB97M-V/def2-TZVPD.

Structure (XYZ):
```
82
Properties=species:S:1:pos:R:3:forces:R:3
C 0.4791 5.3351 3.0084 -0.1 0.5 -0.3
C -0.9359 5.4055 2.4256 0.5 -0.1 0.3
C -1.5570 4.0507 2.1817 -0.1 0.3 0.6
O -0.8747 3.2380 1.2198 -0.6 0.0 -0.3
C -1.4538 3.2057 -0.0405 0.8 -0.4 0.3
N -0.6286 4.1001 -0.9231 -0.8 -0.4 -0.1
C -1.0825 5.3407 -1.1759 0.2 0.7 -0.6
O -2.2953 5.6390 -0.6961 0.2 -0.2 0.3
C -0.3508 6.2380 -1.9414 -0.4 -0.4 0.6
C 0.8835 5.8341 -2.4091 0.2 0.3 -0.4
O 1.6512 6.6728 -3.1357 -0.3 -0.9 -0.4
N 2.3422 7.6828 -2.1739 0.3 0.8 0.7
O 3.3652 7.3107 -1.8784 0.0 0.0 -0.2
C 1.3370 4.5469 -2.1499 -0.3 -0.4 0.3
C 0.5660 3.6698 -1.4125 0.4 0.6 -0.4
C 1.1135 2.2972 -1.1404 -0.6 -0.2 0.2
C 1.5841 1.6478 -2.4246 0.0 0.1 -0.2
O 2.6304 1.9572 -2.8908 1.1 0.2 -0.3
O 0.7861 0.7365 -3.0157 -0.5 -0.3 1.0
H 1.0073 6.2502 2.7573 0.2 0.1 0.0
H 0.4451 5.2948 4.0886 0.1 -0.3 0.2
H 1.0618 4.5177 2.5993 0.0 -0.3 0.0
H -0.9331 6.0409 1.5448 -0.1 0.0 -0.3
H -1.5728 5.9044 3.1512 -0.2 0.1 0.0
H -2.6109 4.1788 1.9420 -0.1 -0.2 -0.4
H -1.5290 3.5040 3.1189 0.1 -0.2 0.1
H -1.3836 2.2082 -0.4558 0.1 -0.2 0.0
H -2.4968 3.4862 -0.0686 -0.1 0.4 0.0
H -2.3170 6.5691 -0.4434 -0.2 0.1 -0.1
H -0.7610 7.2081 -2.1561 0.0 0.2 -0.1
H 2.2838 4.2117 -2.5336 0.2 0.0 -0.1
H 0.4582 1.6393 -0.5827 -0.2 0.0 0.0
H 2.0137 2.4212 -0.5516 0.2 0.1 0.2
H 1.2986 -0.0845 -3.0398 -0.1 -0.2 -0.6
C -0.3879 -3.2913 3.9384 -0.1 -0.1 -0.1
O -1.7630 -3.4129 3.6310 0.2 0.1 0.0
C -2.6284 -2.7096 4.5141 -0.2 -0.2 0.0
C -3.2992 -1.5538 3.8044 0.2 0.1 -0.1
N -2.3400 -0.5015 3.4835 -0.1 0.0 -0.1
C -2.8562 0.5394 2.6037 0.2 0.0 0.2
C -3.2487 0.1407 1.1883 -0.1 0.3 -0.1
O -2.1459 -0.2477 0.3868 -0.2 0.0 0.1
C -1.7465 -1.6070 0.5179 0.2 0.1 -0.4
H 0.1521 -3.9815 3.2925 0.0 0.0 0.0
H -0.0139 -2.2775 3.7527 0.0 0.0 0.1
H -0.1888 -3.5595 4.9794 0.0 0.0 0.0
H -2.0918 -2.3669 5.4029 0.1 0.1 0.0
H -3.4008 -3.4117 4.8383 0.0 0.0 0.0
H -4.0766 -1.1394 4.4523 0.0 0.0 0.0
H -3.7860 -1.9593 2.9075 -0.1 0.0 0.1
H -1.5309 -0.9219 3.0466 0.0 0.0 0.0
H -2.0725 1.2972 2.5142 0.0 0.0 0.0
H -3.7079 1.0205 3.0968 -0.1 -0.1 0.0
H -3.6680 1.0282 0.6996 0.0 0.0 0.0
H -4.0407 -0.6149 1.1703 0.1 -0.1 0.0
H -2.5886 -2.2682 0.7310 0.0 0.1 0.1
H -0.9742 -1.7304 1.2807 -0.1 -0.1 0.1
H -1.3036 -1.8898 -0.4340 0.0 -0.1 0.0
C 3.8365 -6.7445 -1.2715 0.1 0.1 0.0
O 4.0486 -5.7612 -2.2680 -0.1 -0.1 0.1
C 3.4306 -6.0496 -3.5169 0.2 0.1 -0.2
C 2.3075 -5.0762 -3.8003 -0.1 0.0 0.2
N 1.1831 -5.2872 -2.8960 0.1 0.2 0.0
C 0.1573 -4.2533 -2.9517 0.1 -0.3 0.1
C 0.5463 -2.8391 -2.5339 -0.3 0.2 -0.1
O 0.8530 -2.6911 -1.1611 0.2 0.1 0.0
C 2.1913 -2.9724 -0.7805 -0.1 0.0 0.1
H 4.4698 -6.4906 -0.4234 0.0 0.0 0.0
H 2.7945 -6.7676 -0.9330 0.0 -0.1 0.0
H 4.1165 -7.7383 -1.6301 0.0 0.0 0.0
H 3.0729 -7.0818 -3.5509 -0.1 0.0 0.1
H 4.1938 -5.9330 -4.2909 0.0 0.0 0.0
H 1.9654 -5.2150 -4.8296 0.0 0.0 0.0
H 2.7253 -4.0631 -3.7159 0.1 0.0 -0.1
H 1.5318 -5.3476 -1.9484 0.0 -0.1 0.0
H -0.6575 -4.5737 -2.2978 0.0 0.1 0.0
H -0.2485 -4.2179 -3.9671 0.0 0.0 0.0
H -0.3284 -2.2020 -2.7044 0.0 0.0 0.0
H 1.3565 -2.4285 -3.1550 0.1 -0.1 0.0
H 2.9013 -2.7355 -1.5769 0.0 -0.1 0.0
H 2.3138 -4.0154 -0.4816 0.1 0.0 -0.1
H 2.4223 -2.3545 0.0884 0.0 0.0 0.0
```
Positions in Å, forces in eV/Å.

Computed properties:
- charge = +1
- 2S+1 = 1
- total energy (eV) = -51003.86180
- frontier orbital gap (eV) = 6.437
- HOMO level (eV) = -10.5
- LUMO energy (eV) = -4.1

Löwdin atomic charge list, values in e, 8 entries: atom 1 (C): -0.0813, atom 2 (C): -0.2213, atom 3 (C): -0.2015, atom 4 (O): -0.0795, atom 5 (C): -0.1138, atom 6 (N): 0.1275, atom 7 (C): -0.2649, atom 8 (O): 0.1270


Entry 2:
Computed, not measured: a cluster of 2 separate species, C5H15N2 in total at a distorted geometry, with ωB97M-V/def2-TZVPD.

Structure (XYZ):
```
22
Properties=species:S:1:pos:R:3:forces:R:3
C 0.0444 1.5839 1.9867 0.6 -0.8 0.0
N 0.1211 1.1658 0.5542 -0.9 0.5 -0.7
C 1.3515 1.6968 -0.1170 -1.0 0.6 -0.5
H -0.8100 1.1409 2.4625 -0.7 0.1 -0.1
H 0.8817 1.1381 2.5305 0.2 0.4 -0.3
H 0.0551 2.6572 2.0101 -0.1 0.4 0.3
H -0.7735 1.4835 0.0501 1.8 -0.5 0.7
H 0.1369 0.1380 0.4970 -0.2 -0.5 0.2
H 1.2281 2.7693 -0.0400 0.7 0.2 0.0
H 1.3751 1.4325 -1.1679 -0.3 -0.1 -0.1
H 2.2577 1.3157 0.3157 0.1 -0.1 0.6
C 0.0692 -1.9815 0.9584 -1.5 0.4 -0.7
C -0.8351 -1.7142 -0.0460 1.6 -1.1 0.5
N -0.6845 -2.0343 -1.4027 1.2 0.8 0.4
C -0.8327 -0.8855 -2.3239 -0.5 -0.1 0.3
H 1.0875 -2.3480 0.7790 -0.6 -0.1 0.1
H -0.3560 -1.9584 1.9790 0.7 0.1 -0.5
H -1.7863 -1.2830 0.2226 -0.4 0.0 -0.1
H 0.2004 -2.5419 -1.5489 -0.7 0.3 0.0
H -0.8763 -1.2083 -3.3631 0.1 -0.2 0.1
H -1.8197 -0.4567 -2.0916 0.4 0.2 -0.2
H -0.0346 -0.1100 -2.2447 -0.4 -0.5 0.1
```
Positions in Å, forces in eV/Å.

Computed properties:
- charge = +1
- ΔE to the lowest compared entry with this formula, charge and spin (eV) = 1.783
- 2S+1 = 1
- total energy (eV) = -8400.89316
- frontier orbital gap (eV) = 9.386
- HOMO level (eV) = -12.5
- LUMO energy (eV) = -3.1

Löwdin atomic charge list, values in e, 8 entries: atom 1 (C): -0.0014, atom 2 (N): -0.0650, atom 3 (C): 0.0037, atom 4 (H): 0.0977, atom 5 (H): 0.1128, atom 6 (H): 0.1001, atom 7 (H): 0.2102, atom 8 (H): 0.0740


Entry 3:
Computed, not measured: the molecule C4H6INO at a distorted geometry, with ωB97M-V/def2-TZVPD.

Structure (XYZ):
```
13
Properties=species:S:1:pos:R:3:forces:R:3
C 0.1937 -0.0596 1.1458 -1.9 0.8 -0.4
C 0.6242 0.1663 -0.2558 -0.3 3.1 -1.7
I 2.7601 0.4633 -0.5207 -0.2 -0.4 0.3
C -0.0335 -0.5815 -1.3831 -1.7 -1.9 -2.5
C -0.6142 0.7671 -1.9337 -0.9 -0.6 0.3
O -1.3716 1.1067 -2.8012 0.0 -0.4 -0.5
N -0.0092 1.5184 -1.0145 0.9 -0.2 2.2
H 0.2956 -1.0896 1.4164 0.1 -0.5 0.3
H -0.8501 0.3195 1.3136 0.4 -0.9 -0.7
H 0.6815 0.5882 1.8003 1.5 0.7 1.2
H -0.8391 -1.4481 -1.2117 1.8 2.1 0.1
H 0.6164 -0.9338 -2.2282 -0.2 0.0 1.2
H -0.1597 2.5605 -0.8948 0.6 -1.8 0.2
```
Positions in Å, forces in eV/Å.

Computed properties:
- SMILES = C[C@@]1(I)CC(=O)N1
- charge = 0
- ΔE to the lowest compared entry with this formula, charge and spin (eV) = 1.619
- 2S+1 = 1
- total energy (eV) = -15882.19834
- frontier orbital gap (eV) = 9.621
- HOMO level (eV) = -9.4
- LUMO energy (eV) = 0.2

Löwdin atomic charge list, values in e, 8 entries: atom 1 (C): -0.1277, atom 2 (C): -0.7883, atom 3 (I): 0.8116, atom 4 (C): -0.1341, atom 5 (C): -0.5837, atom 6 (O): 0.0683, atom 7 (N): 0.0731, atom 8 (H): 0.0832


Entry 4:
Computed, not measured: a structure of composition C8H24NbO3 at a distorted geometry, with ωB97M-V/def2-TZVPD.

Structure (XYZ):
```
36
Properties=species:S:1:pos:R:3:forces:R:3
C 2.3391 -1.5463 -2.0268 -0.2 0.0 1.0
Nb 2.3461 -3.5152 -0.9129 -0.4 0.0 0.4
C 2.2670 -5.0495 0.7268 -0.1 1.0 0.4
H 2.8353 -0.7563 -1.4592 0.1 0.1 -0.1
H 1.2960 -1.2383 -2.1414 0.0 0.0 -0.2
H 2.8070 -1.6604 -3.0065 0.1 -0.2 0.0
H 4.0490 -3.0467 -0.3668 0.2 -0.5 -0.7
H 3.2916 -4.4747 -2.1878 0.0 0.0 -0.2
H 0.9087 -4.1784 -1.8835 0.5 -0.3 -0.5
H 1.3588 -2.4537 0.2705 -0.2 0.1 0.0
H 3.2644 -5.1502 1.1645 0.1 -0.1 -0.1
H 1.9635 -6.0001 0.2747 0.0 0.1 -0.2
H 1.5878 -4.7939 1.5403 -0.1 -0.2 0.0
C 1.7015 1.8348 1.0609 0.1 0.0 0.0
O 0.6929 2.1084 0.1147 -0.2 0.0 0.1
C 0.2036 0.9688 -0.5797 0.3 0.0 -0.2
C -1.2931 0.8022 -0.4759 0.0 0.0 0.0
O -1.7960 0.5761 0.8344 -0.1 -0.1 0.0
C -1.8272 1.6433 1.7551 0.0 0.0 0.1
C -2.9269 2.6560 1.5225 -0.2 0.1 0.2
O -2.7905 3.3813 0.3170 0.2 0.0 0.0
C -3.8612 3.2904 -0.5879 -0.1 0.0 0.0
H 2.7001 1.9418 0.6240 0.0 0.0 0.0
H 1.6018 2.5515 1.8790 0.0 0.0 0.0
H 1.6108 0.8223 1.4635 0.0 0.0 0.0
H 0.7128 0.0627 -0.2412 -0.1 0.0 0.1
H 0.4375 1.0854 -1.6442 0.0 -0.1 0.0
H -1.5249 -0.1168 -1.0199 -0.1 0.0 0.0
H -1.8115 1.6271 -0.9712 0.1 0.1 0.1
H -0.8612 2.1404 1.8586 0.0 0.0 -0.2
H -2.0660 1.1725 2.7147 0.1 0.0 0.0
H -2.8909 3.3643 2.3612 -0.1 0.0 0.0
H -3.8990 2.1502 1.5569 0.0 0.0 -0.1
H -4.4021 2.3456 -0.4776 0.0 0.0 0.0
H -3.4560 3.3375 -1.5990 0.0 0.0 0.0
H -4.5693 4.1177 -0.4579 0.0 0.0 0.0
```
Positions in Å, forces in eV/Å.

Computed properties:
- charge = -1
- ΔE to the lowest compared entry with this formula, charge and spin (eV) = 0.000
- 2S+1 = 1
- total energy (eV) = -16370.65868
- frontier orbital gap (eV) = 7.156
- HOMO level (eV) = -4.4
- LUMO energy (eV) = 2.8

Löwdin atomic charge list, values in e, 8 entries: atom 1 (C): -0.4466, atom 2 (Nb): 0.9024, atom 3 (C): -0.4269, atom 4 (H): -0.0510, atom 5 (H): -0.0618, atom 6 (H): -0.0412, atom 7 (H): -0.1430, atom 8 (H): -0.1986


Question: Look up the 2S+1 of the second one.
Answer: 1